No. 1
DFT (ωB97M-V with the def2-TZVPD basis set) results for C42H44Br2N2OPdSiTe as an isolated structure in a non-equilibrium geometry.

Last column: Löwdin spin population.
Positions of all 94 atoms, in Å:
Pd1 -0.13 1.42 -1.26  1.398
Br1 6.55 1.59 -2.52  0.002
C1 4.65 1.52 -2.41  0.004
C2 3.97 0.33 -2.71  0.002
C3 2.61 0.29 -2.47  0.014
N1 1.83 1.34 -2.13  0.088
C4 2.48 2.52 -1.97  0.011
C5 3.87 2.60 -2.05  0.002
C6 1.61 3.71 -1.61  0.013
C7 2.06 4.98 -1.66  0.004
C8 1.17 5.98 -1.26  0.003
Br2 1.60 7.80 -1.44  0.002
C9 -0.08 5.67 -0.83  0.004
C10 -0.48 4.34 -0.88  0.021
N2 0.34 3.39 -1.29  0.119
H1 4.54 -0.51 -3.06  0.000
H2 2.10 -0.64 -2.63  0.002
H3 4.27 3.55 -1.76  0.000
H4 3.09 5.22 -1.87  0.001
H5 -0.78 6.41 -0.41  0.001
H6 -1.49 4.07 -0.54  0.004
C11 -4.02 0.78 0.13  0.010
C12 -3.86 2.05 -0.67  0.080
C13 -5.18 2.48 -1.21  0.046
C14 -2.88 1.86 -1.80  0.654
H7 -4.69 1.02 0.94  0.001
H8 -3.04 0.51 0.51  0.000
H9 -4.41 -0.02 -0.48  0.000
H10 -3.45 2.87 -0.03  0.009
H11 -5.63 1.73 -1.84  0.001
H12 -5.10 3.37 -1.83  0.001
H13 -5.88 2.68 -0.42  0.007
H14 -2.47 2.72 -2.29  0.044
H15 -2.94 0.88 -2.30  0.041
C15 -1.00 1.09 3.94  0.000
C16 -0.36 -0.18 3.29  0.009
C17 0.41 -0.74 4.40  0.002
C18 -1.52 -1.12 2.74  0.005
Si1 0.67 0.38 1.74  0.029
O1 -0.45 0.54 0.43  0.369
C19 1.52 1.97 2.08  0.001
C20 0.74 3.14 1.87  -0.001
C21 1.30 4.40 1.92  0.000
C22 2.64 4.60 2.15  0.000
C23 3.45 3.47 2.37  0.000
C24 2.88 2.18 2.32  0.000
C25 1.86 -0.94 1.15  0.041
C26 3.10 -0.64 0.51  -0.005
C27 3.87 -1.74 0.12  0.033
C28 3.53 -3.05 0.38  -0.003
C29 2.35 -3.36 1.08  0.032
C30 1.58 -2.28 1.48  0.058
H16 -1.29 0.64 4.84  0.000
H17 -1.86 1.60 3.48  0.000
H18 -0.18 1.80 4.04  0.000
H19 -0.27 -1.06 5.21  0.001
H20 1.03 0.03 4.85  0.000
H21 1.08 -1.58 4.21  0.000
H22 -2.16 -1.28 3.61  0.000
H23 -1.18 -2.13 2.54  0.001
H24 -2.07 -0.78 1.85  0.002
H25 -0.33 2.98 1.76  -0.001
H26 0.68 5.24 1.79  0.000
H27 3.14 5.55 2.15  0.000
H28 4.52 3.65 2.64  0.000
H29 3.42 1.32 2.58  0.000
H30 3.42 0.41 0.36  -0.001
H31 4.78 -1.47 -0.44  0.002
H32 4.08 -3.91 0.09  -0.001
H33 2.10 -4.32 1.37  0.001
H34 0.78 -2.40 2.20  0.002
Te1 -0.47 -2.40 -0.95  0.591
C31 -2.46 -2.89 -0.66  0.066
C32 -3.31 -2.59 -1.74  0.029
C33 -4.64 -3.01 -1.66  0.006
C34 -5.09 -3.76 -0.61  0.001
C35 -4.24 -4.00 0.44  0.000
C36 -2.92 -3.62 0.45  0.007
C37 0.22 -4.14 -1.79  0.051
C38 0.70 -4.16 -3.10  0.029
C39 1.04 -5.36 -3.69  0.002
C40 1.06 -6.52 -3.00  0.019
C41 0.69 -6.52 -1.62  -0.001
C42 0.25 -5.33 -1.05  0.017
H35 -2.98 -1.92 -2.51  0.008
H36 -5.24 -2.74 -2.51  0.000
H37 -6.11 -4.11 -0.53  0.000
H38 -4.62 -4.57 1.31  0.000
H39 -2.33 -3.88 1.29  0.001
H40 0.77 -3.33 -3.79  0.003
H41 1.35 -5.41 -4.73  0.000
H42 1.24 -7.46 -3.52  0.001
H43 0.71 -7.46 -1.05  0.000
H44 -0.10 -5.36 -0.02  0.002

Results
Spin multiplicity = 5
Expectation value of S² = 6.02
Relative energy (zero: lowest compared OMol25 entry of this formula, charge and spin) = 77.1 kJ/mol
Net charge = +2
HOMO energy (alpha / beta) = -0.482 / -0.500 Eh

=====

No. 2
DFT (ωB97M-V with the def2-TZVPD basis set) results for C16H22FeN2O2S2 as an isolated structure in a non-equilibrium geometry.

Last column: Löwdin spin population.
Positions of all 45 atoms, in Å:
C1 -5.68 0.10 2.65  0.000
N1 -4.25 0.20 2.85  0.001
C2 -3.56 -1.07 2.75  0.001
C3 -2.09 -0.89 3.10  0.007
N2 -1.52 0.19 2.31  -0.005
C4 -0.13 0.25 2.14  0.017
S1 0.91 -1.03 1.89  0.443
S2 0.65 1.75 2.16  0.491
C5 -2.21 1.45 2.48  0.021
C6 -3.66 1.27 2.07  0.003
H1 -6.14 1.09 2.83  0.000
H2 -5.96 -0.22 1.63  0.000
H3 -6.10 -0.62 3.37  0.000
H4 -4.05 -1.75 3.46  0.000
H5 -3.65 -1.49 1.73  0.000
H6 -2.04 -0.66 4.18  0.000
H7 -1.55 -1.82 2.90  0.009
H8 -2.18 1.81 3.52  0.001
H9 -1.77 2.23 1.82  0.014
H10 -3.71 1.07 0.98  0.000
H11 -4.25 2.19 2.28  0.000
C7 3.23 -1.69 0.21  0.075
C8 3.18 -0.29 -0.19  0.430
C9 2.06 0.39 -0.74  0.000
Fe1 2.27 -0.08 -2.71  1.686
C10 0.43 -0.33 -2.65  0.198
O1 -0.69 -0.56 -2.41  0.146
C11 2.37 -1.98 -2.83  0.128
O2 2.50 -3.13 -2.96  0.101
C12 2.32 1.75 -3.53  0.013
C13 2.00 0.72 -4.49  0.005
C14 3.10 -0.22 -4.51  0.050
C15 4.10 0.26 -3.59  0.004
C16 3.61 1.44 -2.96  0.073
H12 3.58 -1.86 1.25  0.017
H13 2.26 -2.19 0.07  0.002
H14 3.93 -2.23 -0.45  0.018
H15 4.15 0.22 -0.29  0.019
H16 1.06 0.12 -0.36  0.007
H17 2.15 1.50 -0.70  0.010
H18 1.73 2.62 -3.28  0.002
H19 1.11 0.67 -5.11  0.002
H20 3.23 -1.05 -5.19  0.004
H21 5.08 -0.18 -3.42  0.001
H22 4.18 2.06 -2.27  0.006

Results
Spin multiplicity = 5
Expectation value of S² = 6.08
HOMO energy (alpha / beta) = -0.157 / -0.313 Eh

=====

No. 3
DFT (ωB97M-V with the def2-TZVPD basis set) results for C26H22AsClHfO2 as an isolated structure in a non-equilibrium geometry.

Last column: Mulliken charge in e.
Positions of all 53 atoms, in Å:
Cl1 -1.04 2.52 -1.21  -0.354
C1 -0.89 -1.71 -0.83  -0.679
C2 0.51 -1.90 -0.66  -0.084
C3 1.19 -1.00 -1.52  -1.020
H1 0.96 -2.72 -0.11  0.755
C4 0.25 -0.28 -2.31  0.556
C5 -1.08 -0.75 -1.89  -0.577
H2 -2.02 -0.52 -2.38  0.568
H3 -1.66 -2.32 -0.38  0.583
H4 2.27 -0.91 -1.60  0.550
C6 0.57 0.69 -3.39  -1.050
Hf1 -0.36 0.56 -0.16  1.601
C7 1.60 1.16 0.66  0.321
O1 2.61 1.54 1.12  -0.200
C8 -2.18 1.61 1.14  -0.101
O2 -3.00 2.40 1.32  -0.107
H5 1.53 1.16 -3.15  0.344
H6 -0.20 1.47 -3.38  0.342
H7 0.63 0.23 -4.39  0.335
C9 -1.37 3.26 6.00  -0.513
C10 -0.30 3.48 5.12  -0.687
C11 -0.01 2.52 4.14  -0.132
C12 -0.77 1.35 4.06  0.183
C13 -1.82 1.12 4.97  -0.402
C14 -2.13 2.09 5.94  -0.709
As1 -0.34 0.06 2.59  0.923
C15 1.28 -0.75 3.44  0.136
C16 1.89 -1.83 2.78  -0.191
C17 3.18 -2.24 3.15  -0.748
C18 3.85 -1.59 4.20  -0.551
C19 3.22 -0.55 4.90  -0.718
C20 1.92 -0.15 4.54  -0.357
C21 -1.80 -1.23 2.97  0.715
C22 -1.57 -2.51 3.50  -0.269
C23 -2.66 -3.39 3.63  -0.719
C24 -3.94 -3.00 3.24  -0.564
C25 -4.17 -1.72 2.72  -1.029
C26 -3.09 -0.85 2.60  -0.174
H8 -1.60 4.02 6.75  0.409
H9 0.31 4.39 5.19  0.418
H10 0.83 2.68 3.45  0.309
H11 -2.39 0.19 4.94  0.381
H12 -2.96 1.92 6.63  0.424
H13 1.36 -2.36 1.98  0.396
H14 3.67 -3.06 2.61  0.422
H15 4.86 -1.88 4.47  0.417
H16 3.74 -0.04 5.73  0.417
H17 1.42 0.63 5.11  0.419
H18 -0.57 -2.79 3.82  0.482
H19 -2.50 -4.39 4.04  0.427
H20 -4.78 -3.68 3.32  0.416
H21 -5.17 -1.38 2.42  0.453
H22 -3.28 0.15 2.22  0.233

Results
Relative energy (zero: lowest compared OMol25 entry of this formula, charge and spin) = 0.0 kJ/mol
Net charge = +2
HOMO energy = -0.545 Eh

=====

No. 4
DFT (ωB97M-V with the def2-TZVPD basis set) results for C17H24I2N2O4PrRhS2 as an isolated structure in a non-equilibrium geometry.

Last column: Löwdin spin population.
Positions of all 53 atoms, in Å:
I1 -0.25 -3.32 -3.78  0.791
I2 0.45 -1.38 -6.06  1.146
Pr1 0.30 -0.46 -2.91  2.094
Rh1 1.05 -0.08 0.21  0.769
S1 2.09 -1.70 -1.08  0.148
S2 -1.08 -1.17 -0.54  -0.003
C1 2.40 0.95 0.86  0.000
C2 3.86 -1.60 -1.71  0.012
C3 -2.79 -0.41 -0.75  0.001
C4 3.86 -1.52 -3.23  0.011
C5 4.59 -0.40 -1.11  -0.001
C6 4.51 -2.91 -1.25  0.005
C7 -3.17 -0.53 -2.22  -0.001
C8 -2.81 1.04 -0.29  0.000
C9 -3.70 -1.23 0.14  -0.001
C10 1.88 1.55 -1.91  0.000
C11 -0.33 2.15 -2.29  -0.001
O1 3.22 1.69 1.25  -0.007
O2 2.49 2.54 -1.85  0.002
O3 -0.49 3.25 -1.96  0.000
H1 3.42 -0.58 -3.61  0.001
H2 3.30 -2.36 -3.67  0.000
H3 4.90 -1.56 -3.58  0.002
H4 4.12 0.54 -1.40  0.000
H5 5.62 -0.40 -1.49  0.000
H6 4.62 -0.47 -0.02  0.000
H7 4.45 -3.00 -0.16  0.001
H8 5.56 -2.93 -1.56  0.001
H9 3.99 -3.76 -1.71  0.000
H10 -4.23 -0.24 -2.33  0.000
H11 -3.06 -1.56 -2.58  0.001
H12 -2.58 0.15 -2.86  0.000
H13 -3.85 1.39 -0.32  0.000
H14 -2.21 1.68 -0.94  0.000
H15 -2.43 1.14 0.72  0.000
H16 -4.73 -0.87 0.05  0.000
H17 -3.41 -1.15 1.20  0.000
H18 -3.68 -2.29 -0.13  0.000
N1 -3.27 1.27 5.71  0.102
C12 -2.87 2.13 4.73  0.080
O4 -3.34 3.26 4.63  0.752
C13 -1.89 1.57 3.74  0.052
C14 -1.69 0.20 3.55  0.004
C15 -0.80 -0.23 2.57  0.005
N2 -0.14 0.65 1.80  0.006
C16 -0.27 1.98 1.97  0.013
C17 -1.18 2.46 2.92  0.002
H19 -3.83 1.68 6.45  0.001
H20 -2.71 0.47 5.96  0.004
H21 -2.23 -0.55 4.11  0.001
H22 -0.61 -1.28 2.37  0.001
H23 0.29 2.66 1.33  0.004
H24 -1.31 3.54 3.02  0.001

Results
Spin multiplicity = 7
Expectation value of S² = 12.03
Net charge = +4
HOMO energy (alpha / beta) = -0.746 / -0.760 Eh